(1)
# ClH4PSi

A 2-piece molecular cluster, ClH4PSi overall (ωB97M-V with the def2-TZVPD basis set, OMol25).

XYZ file:
```
7
Properties=species:S:1:pos:R:3:mulliken_charge:R:1
Si 0.092 0.550 0.794 0.474
P -0.763 -1.328 0.104 -0.095
Cl 1.354 1.290 -1.933 -0.569
H -0.661 1.679 1.300 -0.028
H 1.407 0.140 1.234 0.005
H -1.689 -0.880 -0.796 0.098
H 0.260 -1.451 -0.702 0.114
```

Values from the calculation:
HOMO energy: -9.2 eV
ΔE to the lowest compared entry with this formula, charge and spin: 64.3 kcal/mol
Multiplicity: 1

=====

(2)
# C6H10N2

A 2-piece molecular cluster, C6H10N2 overall (ωB97M-V with the def2-TZVPD basis set, OMol25).

XYZ file:
```
18
Properties=species:S:1:pos:R:3:mulliken_charge:R:1
C 1.134 -0.902 -0.647 0.525
C -1.241 0.243 -1.190 0.571
C -0.861 0.683 -2.588 -1.336
C 1.204 -0.384 2.489 -1.169
C 0.174 0.003 1.420 -0.313
C 0.593 0.242 -0.024 -0.421
N 1.485 -1.840 -1.249 -0.505
N -2.307 -0.075 -0.694 -0.646
H -0.220 1.512 -2.617 0.373
H -0.126 -0.040 -2.933 0.346
H -1.572 0.892 -3.265 0.452
H 0.725 -0.598 3.464 0.346
H 1.863 -1.243 2.199 0.286
H 1.851 0.492 2.534 0.320
H -0.310 0.988 1.653 0.273
H -0.670 -0.705 1.657 0.237
H 0.529 1.312 -0.381 0.388
H -2.251 -0.580 0.173 0.273
```

Values from the calculation:
HOMO energy (alpha / beta): -5.9 / -11.5 eV
ΔE to the lowest compared entry with this formula, charge and spin: 26.4 kcal/mol
Multiplicity: 3

=====

(3)
# C2H2Cl2Si

A 2-piece molecular cluster, C2H2Cl2Si overall (ωB97M-V with the def2-TZVPD basis set, OMol25).

XYZ file:
```
7
Properties=species:S:1:pos:R:3:mulliken_charge:R:1
C -1.185 1.540 0.046 -0.141
C -1.540 0.471 0.477 -0.605
Si 1.202 -1.689 0.067 0.353
Cl 2.650 -0.400 0.749 -0.182
Cl 1.838 -1.990 -1.848 -0.185
H -0.941 2.422 -0.494 0.389
H -2.024 -0.354 1.004 0.371
```

Values from the calculation:
HOMO energy: -9.5 eV
ΔE to the lowest compared entry with this formula, charge and spin: 34.2 kcal/mol
Multiplicity: 1

=====

(4)
# C2H8N2

C2H8N2 as an isolated structure (ωB97M-V with the def2-TZVPD basis set, OMol25).

XYZ file:
```
12
Properties=species:S:1:pos:R:3:mulliken_charge:R:1
C -0.716 -0.438 -1.573 -0.726
C 0.896 0.511 1.445 -0.619
N 0.783 0.000 0.174 -0.118
N -0.376 0.381 -0.427 -0.374
H 0.993 -1.001 0.131 0.276
H -1.104 0.377 0.714 0.145
H -1.743 -0.211 -1.855 0.301
H -0.615 -1.521 -1.390 0.288
H -0.076 -0.182 -2.422 0.245
H 0.923 1.593 1.473 0.253
H 1.646 0.029 2.060 0.314
H -0.612 0.463 1.670 0.015
```

Values from the calculation:
HOMO energy: -8.4 eV
ΔE to the lowest compared entry with this formula, charge and spin: 87.9 kcal/mol
Multiplicity: 1

=====

(5)
# C25H31N5PtS2

C25H31N5PtS2 as an isolated structure (ωB97M-V with the def2-TZVPD basis set, OMol25).

XYZ file:
```
64
Properties=species:S:1:pos:R:3:mulliken_charge:R:1
Pt -0.285 -0.724 0.076 0.950
C -1.248 2.537 0.141 2.204
C -2.250 1.908 1.106 -1.628
C -1.768 0.972 2.208 -1.118
N -1.322 -0.347 1.789 -0.231
C -1.189 -1.282 2.716 0.773
C -1.337 -1.022 4.097 -0.261
C -1.445 -1.886 5.177 -0.609
C -1.559 -3.262 5.225 -0.518
C -1.532 -4.107 4.118 -0.321
C -1.229 -3.828 2.806 -0.864
C -0.807 -2.613 2.193 0.768
N -0.192 -2.579 1.040 -0.296
C 0.162 -3.789 0.331 -0.917
C 1.245 -3.567 -0.726 -0.804
C 0.849 -2.607 -1.851 -1.125
N 0.942 -1.224 -1.431 -0.444
C 2.004 -0.473 -1.634 1.502
C 3.174 -0.920 -2.295 -0.758
C 4.227 -0.206 -2.841 -0.623
C 4.443 1.160 -2.932 -0.572
C 3.638 2.140 -2.366 -0.700
C 2.552 2.019 -1.524 -0.300
C 1.924 0.863 -0.979 0.424
N 1.170 0.880 0.092 -0.821
C 1.142 2.040 0.973 -1.309
C 0.044 3.089 0.719 -1.198
H -0.972 1.827 -0.626 -1.873
H -1.772 3.353 -0.369 0.456
H -2.767 2.721 1.627 0.478
H -3.018 1.389 0.526 0.239
H -0.992 1.465 2.811 0.370
H -2.622 0.838 2.880 0.932
H -1.351 0.024 4.366 0.338
H -1.494 -1.383 6.138 0.303
H -1.720 -3.717 6.194 0.318
H -1.766 -5.148 4.316 0.323
H -1.282 -4.672 2.131 0.395
H 0.511 -4.550 1.035 0.601
H -0.733 -4.194 -0.165 0.369
H 2.160 -3.203 -0.249 0.324
H 1.477 -4.544 -1.158 0.420
H 1.435 -2.786 -2.752 0.678
H -0.197 -2.790 -2.115 0.299
H 3.258 -1.993 -2.397 0.331
H 4.990 -0.829 -3.299 0.317
H 5.312 1.490 -3.486 0.324
H 3.921 3.165 -2.590 0.364
H 2.126 2.955 -1.181 0.304
H 1.034 1.639 1.981 0.523
H 2.113 2.546 0.947 0.647
H -0.150 3.610 1.663 0.303
H 0.430 3.851 0.036 0.422
S -2.180 -0.593 -1.725 -0.354
C -2.115 0.978 -2.359 0.683
N -1.027 1.547 -2.837 -0.134
C -1.070 2.916 -3.305 -0.557
C -2.539 3.398 -3.214 -0.614
S -3.510 2.039 -2.497 -0.122
H -0.166 1.017 -2.784 -0.014
H -0.697 2.971 -4.328 0.540
H -0.436 3.553 -2.683 0.105
H -2.936 3.665 -4.190 0.420
H -2.612 4.272 -2.570 0.339
```

Values from the calculation:
HOMO energy: -6.3 eV
ΔE to the lowest compared entry with this formula, charge and spin: 37.4 kcal/mol
Multiplicity: 1

=====

(6)
# C39H66ClN3O13P

A 5-piece molecular cluster, C39H66ClN3O13P overall (ωB97M-V with the def2-TZVPD basis set, OMol25).

XYZ file:
```
123
Properties=species:S:1:pos:R:3:mulliken_charge:R:1
C -0.026 2.964 -0.060 -1.110
C -0.305 2.231 -1.442 0.923
C 0.048 0.667 -1.413 0.054
C -1.251 -0.268 -1.485 0.313
C -1.337 -1.238 -0.209 -1.101
N -0.300 -2.299 -0.224 1.952
O -0.806 -3.564 -0.454 -0.294
C -1.275 -3.729 -1.810 -0.748
C -0.232 -3.354 -2.941 0.205
C 0.422 -4.621 -3.679 -1.240
C 0.429 -2.250 1.049 -2.743
N -0.375 -2.334 2.243 0.386
C -0.292 -3.663 2.911 -0.315
C -1.279 -4.759 2.331 -0.463
C -1.656 -5.893 3.362 -0.622
Cl -0.307 -7.151 3.445 -0.203
N 1.743 -2.129 1.043 1.072
C 2.429 -2.100 -0.286 -0.643
C 2.516 -3.616 -0.815 -0.037
C 3.790 -4.360 -0.226 -0.136
C 5.173 -4.182 -0.758 -0.129
C 6.253 -4.988 -0.091 -0.557
C 6.018 -5.905 1.055 -0.444
C 4.631 -6.084 1.576 -0.680
C 3.545 -5.317 0.915 -0.078
P 2.611 -2.011 2.617 0.154
C 2.100 -0.400 3.496 -1.120
C 4.459 -1.835 2.345 -0.172
C 4.729 -0.335 1.780 -0.809
H -0.601 3.933 -0.021 0.387
H 1.070 3.222 0.038 0.337
H -0.346 2.340 0.828 0.236
H -1.397 2.424 -1.724 -1.047
H 0.313 2.773 -2.228 0.451
H 0.642 0.477 -0.462 -0.253
H 0.746 0.486 -2.289 0.297
H -2.139 0.430 -1.384 0.256
H -1.343 -0.825 -2.458 -0.080
H -2.383 -1.663 -0.210 0.497
H -1.258 -0.542 0.687 -0.047
H -1.527 -4.833 -1.915 0.555
H -2.264 -3.192 -1.991 0.213
H 0.618 -2.700 -2.603 -0.106
H -0.781 -2.767 -3.743 0.414
H 0.323 -5.568 -3.069 0.321
H -0.055 -4.754 -4.689 0.358
H 1.524 -4.385 -3.829 0.275
H -0.221 -1.551 2.885 0.131
H 0.765 -4.089 2.956 0.223
H -0.578 -3.489 4.000 0.510
H -2.172 -4.209 1.902 0.331
H -0.755 -5.225 1.434 0.160
H -1.868 -5.438 4.371 0.359
H -2.561 -6.447 2.960 0.353
H 3.512 -1.768 -0.206 0.773
H 1.950 -1.406 -1.030 -0.250
H 1.632 -4.236 -0.465 0.118
H 2.484 -3.671 -1.947 0.259
H 5.365 -3.496 -1.628 0.384
H 7.311 -4.912 -0.470 0.341
H 6.842 -6.500 1.547 0.360
H 4.383 -6.775 2.421 0.384
H 2.482 -5.459 1.279 0.269
H 1.732 0.389 2.761 0.239
H 1.219 -0.598 4.187 0.353
H 2.945 0.009 4.135 0.475
H 4.894 -2.608 1.651 0.016
H 5.047 -1.892 3.310 0.492
H 5.656 -0.298 1.146 0.330
H 4.690 0.437 2.598 0.180
H 3.834 -0.113 1.110 0.140
C -4.811 3.502 3.456 -1.536
C -3.382 3.011 3.489 0.550
C -2.685 3.087 2.160 -0.549
O -1.734 2.025 2.255 -0.243
C -2.246 1.114 3.124 0.338
O -1.798 0.015 3.287 -0.443
O -3.327 1.609 3.776 -0.379
H -5.430 2.865 2.819 0.372
H -5.248 3.460 4.456 0.376
H -4.869 4.530 3.095 0.382
H -2.819 3.539 4.265 0.272
H -2.184 4.042 2.007 0.368
H -3.343 2.891 1.308 0.240
C -4.971 2.613 -5.927 -1.680
C -3.772 2.777 -5.020 0.639
C -3.273 1.487 -4.435 -0.591
O -2.690 1.913 -3.202 -0.260
C -3.338 3.059 -2.839 0.453
O -3.237 3.580 -1.766 -0.554
O -4.112 3.526 -3.848 -0.218
H -5.838 2.247 -5.370 0.295
H -5.260 3.576 -6.353 0.447
H -4.757 1.922 -6.745 0.450
H -2.974 3.312 -5.545 0.226
H -2.528 1.005 -5.067 0.385
H -4.070 0.771 -4.214 0.293
C -7.353 5.260 -1.907 -1.419
C -7.734 5.611 -3.327 0.509
C -9.001 4.952 -3.796 -0.511
O -8.790 4.851 -5.202 -0.331
C -7.444 4.803 -5.397 0.616
O -6.921 4.527 -6.434 -0.563
O -6.773 5.108 -4.255 -0.253
H -7.121 4.195 -1.815 0.317
H -6.450 5.801 -1.613 0.341
H -8.152 5.512 -1.207 0.401
H -7.784 6.699 -3.446 0.225
H -9.886 5.550 -3.580 0.320
H -9.144 3.945 -3.391 0.309
C 8.005 1.304 3.924 -1.380
C 8.244 2.787 3.752 0.479
C 7.266 3.455 2.825 -0.331
O 8.027 4.540 2.304 -0.332
C 9.338 4.167 2.363 0.572
O 10.229 4.754 1.836 -0.506
O 9.490 3.031 3.102 -0.353
H 8.158 0.769 2.984 0.338
H 8.718 0.887 4.639 0.384
H 6.994 1.104 4.287 0.331
H 8.268 3.282 4.729 0.249
H 6.381 3.821 3.347 0.309
H 6.950 2.818 1.992 0.239
```

Values from the calculation:
HOMO energy: -11.2 eV
Charge: +1
Multiplicity: 1

=====

Look up the multiplicity of the third one.
1